{
  "formula": "C5H7N",
  "method": "ωB97M-V/def2-TZVPD",
  "de_lowest_kj_mol": 247.2,
  "total_charge": 0,
  "homo_energy_ev": [-6.18, -6.15],
  "species": ["C", "C", "C", "N", "C", "C", "H", "H", "H", "H", "H", "H", "H"],
  "coordinates": [[2.028762, -0.132818, -0.296168], [0.692423, -0.118077, -0.174353], [-0.271786, -1.137702, -0.483859], [-1.492741, -0.656099, -0.163877], [-1.523727, 0.539475, 0.414554], [-0.090357, 1.001772, 0.515983], [0.369707, 1.005875, 1.514354], [2.541403, -1.021946, -0.639760], [2.621405, 0.754415, -0.094106], [-0.131765, -2.105620, -0.935294], [-2.335409, -1.180124, -0.376529], [-2.462799, 1.039104, 0.606536], [0.054879, 2.011749, 0.112525]],
  "forces_ev_per_a": [[0.07, -0.02, -0.27], [0.06, -0.08, -0.01], [0.21, 0.06, -0.07], [-0.10, -0.11, 0.07], [0.07, -0.01, 0.11], [0.08, 0.04, -0.02], [-0.74, 0.21, 0.15], [0.05, 0.08, -0.07], [-0.06, -0.18, 0.09], [-0.12, 0.11, -0.01], [0.17, 0.17, 0.12], [0.27, -0.03, 0.00], [0.04, -0.22, -0.09]]
}

***

{
  "formula": "C5H7N",
  "method": "ωB97M-V/def2-TZVPD",
  "de_lowest_kj_mol": 393.8,
  "total_charge": 0,
  "homo_energy_ev": -7.80,
  "species": ["C", "C", "C", "C", "C", "N", "H", "H", "H", "H", "H", "H", "H"],
  "coordinates": [[-0.526380, 0.302039, -0.291859], [1.749746, -0.703443, -0.023159], [0.284131, -0.542315, 0.546892], [1.370563, 0.735248, -0.354865], [-2.021296, 0.195706, -0.141864], [0.311136, 0.770911, -1.248080], [2.437941, -0.796888, 0.773515], [1.871302, -1.343407, -0.940849], [0.187173, -0.670104, 1.619161], [1.495204, 1.551219, 0.369326], [-2.507277, 1.133433, -0.360680], [-2.271989, -0.121589, 0.912785], [-2.380249, -0.510804, -0.860322]],
  "forces_ev_per_a": [[1.37, -1.57, -1.26], [-1.59, 1.76, -2.06], [1.98, 1.12, 0.35], [0.16, -2.66, 2.25], [0.43, 0.98, 0.94], [-2.75, 0.67, -0.21], [0.84, -0.39, 0.55], [-0.18, 0.48, 1.09], [-0.27, 0.01, 0.03], [0.20, -0.33, -0.13], [-0.24, 0.36, 0.01], [0.27, 0.23, -1.24], [-0.23, -0.66, -0.33]]
}